39
Properties=species:S:1:pos:R:3:forces:R:3:nbo_charge:R:1 method="wB97M-V/def2-TZVPD" largest_force_ev_per_a=1.0 charge=0 smiles="CN(CC(=O)OCC(=O)NCC(F)(F)F)S(=O)(=O)c1ccc(Cl)cc1" spin_multiplicity=1 e_homo_ev=-9.9 lumo_ha=0.004
C -0.458588 2.258773 2.720606 -0.02 0.38 0.13 -0.414
N -0.341577 1.060437 1.922747 0.09 -0.11 -1.00 -0.659
S -0.191549 1.375470 0.275631 -0.34 0.09 0.20 2.330
O 0.454799 2.632007 0.045225 -0.21 0.15 0.09 -0.924
O 0.401676 0.202183 -0.317446 -0.33 0.23 0.13 -0.976
C -1.903237 1.493648 -0.217150 0.52 0.10 0.15 -0.365
C -2.732677 0.407143 -0.009519 -0.12 -0.13 -0.02 -0.168
C -4.063092 0.493186 -0.380329 0.07 0.07 -0.03 -0.220
C -4.536746 1.668151 -0.951964 0.37 0.06 0.08 -0.019
C -3.699196 2.756862 -1.158483 -0.10 -0.13 0.01 -0.252
C -2.369354 2.664095 -0.785756 0.16 0.07 0.01 -0.120
H -1.683584 3.483939 -0.930447 0.01 0.14 -0.04 0.241
H -4.085381 3.659591 -1.604501 -0.04 0.06 -0.03 0.236
Cl -6.191729 1.777950 -1.411760 -0.23 0.01 -0.06 0.030
H -4.730424 -0.340252 -0.229041 -0.06 -0.06 0.01 0.235
H -2.330857 -0.487342 0.440101 -0.04 -0.13 0.07 0.270
C 0.561138 0.047583 2.421215 0.28 -0.25 -0.33 -0.325
C 0.295323 -1.252122 1.677031 -0.38 -0.28 0.46 0.827
O -0.801589 -1.681384 1.435836 0.07 -0.05 0.13 -0.614
O 1.434978 -1.880372 1.406801 0.45 0.06 0.00 -0.500
C 1.369903 -3.127545 0.723323 -0.16 -0.66 -0.12 -0.179
C 2.088238 -3.089661 -0.626272 -0.19 0.39 0.39 0.659
O 2.620863 -4.073449 -1.087063 0.08 -0.44 0.05 -0.614
N 2.038597 -1.895711 -1.249921 -0.04 0.49 -0.17 -0.626
C 2.719750 -1.688357 -2.496310 0.31 0.00 -0.05 -0.314
C 3.912055 -0.748862 -2.320259 0.03 -0.12 -0.13 0.965
F 4.611428 -0.628919 -3.459927 -0.07 -0.13 -0.26 -0.328
F 3.539421 0.489415 -1.969955 -0.31 0.20 0.13 -0.328
F 4.765866 -1.171781 -1.382761 0.02 -0.23 0.20 -0.322
H 3.096261 -2.658630 -2.840448 -0.08 0.28 -0.02 0.261
H 2.055862 -1.247682 -3.246181 0.12 -0.07 0.05 0.222
H 1.536076 -1.109877 -0.845356 0.19 -0.30 -0.03 0.444
H 1.852108 -3.885067 1.346992 -0.06 0.16 -0.15 0.221
H 0.320044 -3.401740 0.562226 0.24 0.01 0.02 0.236
H 1.618751 0.320388 2.313644 -0.11 -0.06 0.11 0.217
H 0.337890 -0.121115 3.479362 0.01 0.04 -0.12 0.241
H -1.165819 2.917592 2.222087 -0.06 0.17 0.18 0.221
H 0.497164 2.782737 2.821687 -0.06 0.03 0.03 0.199
H -0.842789 1.998717 3.706336 -0.04 -0.02 -0.04 0.211

29
Properties=species:S:1:pos:R:3:forces:R:3:nbo_charge:R:1 method="wB97M-V/def2-TZVPD" largest_force_ev_per_a=3.7 charge=0 relative_energy_ev=0.000 smiles="CC(C)[C@@](C#N)(/C=C/Cl)c1ccccc1" spin_multiplicity=1 e_homo_ev=-9.3 lumo_ha=0.026
C 1.251397 -0.392940 -1.546274 0.71 -1.12 -0.99 0.309
C -0.536473 -2.437733 2.638481 1.42 -0.88 -1.24 -0.196
C 0.017779 -2.930598 1.431947 -1.28 2.40 2.24 -0.191
C -0.473318 -1.092370 2.924452 -0.54 0.54 0.29 -0.234
C 0.468453 -2.027522 0.526602 0.93 0.51 -1.84 -0.211
C -0.080191 -0.191805 1.973738 0.58 2.50 -2.70 -0.180
C 0.337542 -0.649535 0.656451 -0.84 -0.30 2.78 -0.014
C 1.725900 1.327137 0.069859 -0.07 -2.97 -0.43 -0.166
C 1.621072 2.606325 0.271462 0.68 1.38 -0.25 -0.225
C -0.566742 1.511378 -2.443440 2.62 0.88 0.09 -0.611
C -1.907196 -0.084601 -1.234975 -0.86 -1.35 0.12 -0.621
C -0.754384 0.928328 -1.082799 -1.22 -0.18 0.48 -0.208
C 0.564717 0.282655 -0.494369 0.89 2.88 1.38 -0.214
N 1.830615 -1.025717 -2.310058 -0.06 0.21 -0.13 -0.311
Cl 2.916409 3.636473 0.816947 0.45 -0.35 0.33 -0.019
H -0.801114 -3.132913 3.381653 -0.69 -0.69 0.83 0.212
H 0.007754 -3.905591 1.101352 0.07 -2.26 0.08 0.215
H -0.825052 -0.665067 3.855717 0.06 -0.39 0.18 0.221
H 0.987142 -2.468012 -0.332919 -0.49 0.49 -0.08 0.228
H -0.116547 0.968396 2.175816 0.06 -2.53 -0.38 0.224
H 2.689808 0.767961 0.336041 -1.55 0.91 -0.40 0.243
H 0.884214 3.310527 -0.008488 -1.38 -0.21 -0.28 0.220
H 0.456719 1.970511 -2.453335 -0.74 -0.38 -0.65 0.213
H -1.239784 2.279539 -2.691997 -1.08 1.18 0.18 0.219
H -0.721338 0.805564 -3.217427 0.50 -0.98 -0.80 0.217
H -1.582121 -0.967398 -1.883531 -0.37 1.29 0.47 0.215
H -2.188202 -0.597641 -0.279050 0.05 0.73 -0.61 0.223
H -2.855092 0.396857 -1.702320 1.73 -0.75 0.79 0.226
H -1.111968 1.777791 -0.479534 0.39 -0.55 0.54 0.218

34
Properties=species:S:1:pos:R:3:forces:R:3:nbo_charge:R:1 method="wB97M-V/def2-TZVPD" largest_force_ev_per_a=0.8 charge=0 relative_energy_ev=0.000 smiles="CCOC(=O)Cn1nc(C)n(-c2cccc(Cl)c2)c1=O" spin_multiplicity=1 e_homo_ev=-8.6 lumo_ha=0.023
C 0.608304 -3.593114 0.697060 -0.36 0.15 -0.19 -0.627
C -0.877669 -3.593362 0.373501 0.15 -0.54 0.18 -0.079
H -1.479766 -3.470442 1.277357 0.03 -0.02 -0.15 0.187
H -1.164375 -4.514388 -0.143364 -0.01 0.17 0.16 0.209
O -1.196209 -2.478337 -0.465013 0.01 0.27 0.28 -0.511
C -1.378041 -2.705048 -1.760146 -0.11 0.12 -0.34 0.796
O -1.400817 -3.783979 -2.285005 0.02 -0.02 -0.11 -0.592
C -1.582758 -1.395489 -2.526338 0.19 -0.22 0.05 -0.318
N -1.238266 -0.246105 -1.747586 0.47 0.42 0.10 -0.258
C 0.014270 0.037887 -1.279562 -0.11 0.07 -0.32 0.752
O 1.058514 -0.488576 -1.580168 0.48 -0.34 -0.05 -0.639
N -0.195104 1.113614 -0.407828 -0.31 -0.34 -0.36 -0.457
C -1.555426 1.351006 -0.384631 -0.20 -0.23 -0.04 0.374
N -2.182174 0.535826 -1.161474 -0.74 0.31 0.24 -0.272
C -2.224616 2.366610 0.461115 -0.03 0.04 -0.05 -0.659
H -1.711512 2.465704 1.415230 -0.04 0.04 0.06 0.234
H -2.237161 3.337444 -0.033046 0.02 0.08 0.05 0.229
H -3.252963 2.056154 0.622632 -0.02 -0.01 0.02 0.250
C 0.826450 1.744838 0.318996 0.45 0.26 0.28 0.236
C 1.822932 0.961612 0.891183 -0.02 0.04 0.01 -0.256
C 2.838236 1.576492 1.602413 -0.25 0.19 -0.12 -0.015
C 2.873890 2.953797 1.757680 0.04 -0.07 0.00 -0.238
C 1.881331 3.720938 1.173778 0.00 -0.02 0.05 -0.186
C 0.861335 3.129096 0.450900 -0.04 -0.17 -0.09 -0.256
H 0.109791 3.738677 -0.023826 -0.08 0.05 -0.06 0.221
H 1.907955 4.794885 1.276419 0.01 0.09 0.01 0.222
H 3.670818 3.414666 2.318638 0.09 0.02 0.05 0.231
Cl 4.073026 0.605352 2.316091 0.16 -0.13 0.09 0.017
H 1.812055 -0.107757 0.760099 0.01 -0.08 0.00 0.252
H -2.633331 -1.309641 -2.812193 0.15 -0.02 0.02 0.255
H -0.964153 -1.439687 -3.428090 -0.13 -0.05 0.13 0.248
H 0.847285 -4.448893 1.321817 0.04 -0.09 0.08 0.217
H 0.879410 -2.681775 1.224063 0.07 0.07 0.06 0.208
H 1.188739 -3.648004 -0.220703 0.08 -0.03 -0.05 0.225

34
Properties=species:S:1:pos:R:3:forces:R:3:nbo_charge:R:1 method="wB97M-V/def2-TZVPD" largest_force_ev_per_a=6.8 charge=0 smiles=N#C[C@@H](COCOCCO)[C@](F)(C#N)c1ccccn1 spin_multiplicity=1 e_homo_ev=-9.8 lumo_ha=-0.026
N 0.736947 2.548517 1.082825 -0.23 -6.26 -1.74 -0.339
C 0.681500 1.381163 0.768453 -0.25 3.32 0.89 0.287
C 0.464852 -0.159932 0.286876 0.12 2.98 0.20 -0.343
C -0.118247 -0.043523 -1.229708 0.47 -1.57 -0.45 -0.072
O -1.484695 0.418471 -1.273072 1.84 1.18 -0.26 -0.532
C -1.581470 1.818661 -1.631779 -1.09 0.66 -0.69 0.229
O -2.440107 2.448899 -0.655353 1.89 0.69 -0.99 -0.533
C -2.144458 3.854565 -0.489611 -0.77 1.24 1.86 -0.098
C -2.456792 4.216532 1.073488 0.44 -0.50 0.38 -0.082
O -3.581416 3.395636 1.554286 0.44 1.36 0.27 -0.731
C 1.891180 -0.864916 0.393634 1.55 -0.91 -0.21 0.295
F 2.537993 -0.422004 1.607614 -1.20 -0.80 -2.01 -0.338
C 2.873116 -0.469357 -0.841791 -0.60 0.80 -4.30 0.247
N 3.229338 -0.226630 -1.978866 -1.68 -1.31 6.48 -0.296
C 1.836948 -2.496913 0.400369 -1.30 -0.56 0.11 0.160
C 0.431957 -3.133234 0.480407 2.88 -3.85 0.05 -0.264
C 0.403687 -4.723982 0.541250 5.20 3.32 -0.24 -0.162
C 1.865454 -5.326742 0.504170 -1.06 1.53 -0.20 -0.248
C 3.173152 -4.505588 0.382847 -3.59 1.03 0.22 0.034
N 3.133256 -3.083723 0.333368 -3.66 -2.58 0.34 -0.402
H -0.334655 -0.572391 1.019861 1.61 0.51 -1.35 0.290
H -0.105434 -1.126540 -1.651509 -0.14 1.75 0.70 0.208
H 0.587165 0.555447 -1.925970 -1.11 -0.80 1.45 0.221
H -0.567466 2.348631 -1.709954 -1.24 -0.92 0.41 0.161
H -2.109228 1.919752 -2.664685 0.88 -0.46 1.58 0.159
H -1.047257 4.142258 -0.653608 -1.43 -0.68 0.05 0.192
H -2.815350 4.553998 -1.117890 0.95 -1.40 0.59 0.177
H -1.552652 3.942519 1.728146 -1.09 0.45 -1.17 0.181
H -2.674243 5.337217 1.220044 0.30 -1.59 -0.50 0.166
H -3.867538 3.741669 2.437426 0.55 -0.35 -1.26 0.469
H -0.582929 -2.618220 0.502148 1.89 -0.42 -0.06 0.247
H -0.546680 -5.343185 0.633037 1.61 0.96 -0.19 0.249
H 1.961601 -6.474961 0.541448 -0.13 2.08 -0.06 0.231
H 4.202474 -5.032097 0.332099 -2.03 1.10 0.11 0.236

35
Properties=species:S:1:pos:R:3:forces:R:3:lowdin_charge:R:1 method="wB97M-V/def2-TZVPD" largest_force_ev_per_a=6.5 charge=+1 spin_multiplicity=1 e_homo_ev=-13.0 lumo_ha=-0.142
La 0.386877 -1.925400 0.153069 0.18 -2.01 -6.21 2.150
O -3.117723 -2.164900 2.400969 -0.01 0.02 0.16 0.139
C -1.991523 -2.192000 1.993769 -0.48 -0.19 1.74 -0.566
O -1.602723 -2.167200 0.757069 -2.54 -0.44 0.81 -0.288
C -0.783623 -2.239000 2.981969 -0.47 -0.01 0.17 -0.136
C -0.820623 -2.202200 4.370269 -0.19 0.00 -0.38 0.047
C 0.387277 -2.192200 5.063469 0.01 -0.01 -0.28 0.009
C 1.595377 -2.202600 4.370369 0.19 0.00 -0.37 0.047
C 1.558377 -2.241000 2.982069 0.50 -0.01 0.14 -0.135
N 0.387277 -2.274900 2.349569 0.01 -0.26 2.52 -0.079
C 2.767577 -2.198000 1.991769 0.52 -0.19 1.76 -0.566
O 3.894977 -2.167100 2.397069 -0.06 0.02 0.16 0.139
O 2.377077 -2.181300 0.756369 2.46 -0.43 0.78 -0.287
H -1.774423 -2.169100 4.874169 -0.06 -0.02 0.03 0.133
H 0.387277 -2.163500 6.144369 0.00 0.00 0.01 0.126
H 2.549577 -2.169000 4.874269 0.05 -0.02 0.03 0.133
O 0.353477 0.223200 -0.142631 -0.11 2.50 -0.49 -0.201
C 0.319477 0.867600 -1.221331 0.13 0.79 0.05 -0.421
C 0.333277 2.365400 -1.177131 -0.12 -0.08 0.10 -0.072
C -0.964123 2.975600 -1.728031 0.20 0.12 -0.22 -0.167
C -0.996523 3.041700 -3.250431 -0.26 -0.21 0.07 -0.198
C -1.035023 1.676500 -3.934931 0.23 0.17 -0.05 -0.170
C 0.225277 0.842700 -3.702331 -0.24 0.39 -0.40 -0.143
N 0.254677 0.227900 -2.380131 -0.04 -1.39 0.23 0.092
H 1.192077 2.741700 -1.739431 0.03 0.00 0.01 0.140
H 0.454777 2.637400 -0.128131 0.12 -0.08 -0.11 0.133
H -1.036023 3.988800 -1.333931 -0.05 -0.03 0.06 0.123
H -1.822823 2.416500 -1.354331 -0.09 0.02 0.08 0.127
H -0.126323 3.597800 -3.603631 0.03 0.09 -0.06 0.121
H -1.883623 3.599000 -3.549831 0.02 0.07 -0.06 0.120
H -1.127023 1.833400 -5.010231 -0.05 -0.06 -0.02 0.121
H -1.911623 1.115400 -3.604331 -0.03 -0.07 -0.06 0.124
H 1.115777 1.469700 -3.814331 -0.03 -0.14 -0.06 0.136
H 0.280477 0.037800 -4.436831 0.09 0.04 0.16 0.132
H 0.172777 -0.808700 -2.348631 0.08 1.42 -0.32 0.137

36
Properties=species:S:1:pos:R:3:forces:R:3:nbo_charge:R:1 method="wB97M-V/def2-TZVPD" largest_force_ev_per_a=0.7 s2=0.770 charge=0 relative_energy_ev=0.819 spin_multiplicity=2 e_homo_ev="-8.4 / -8.5" lumo_ha="-0.033 / -0.033"
Mn 0.050921 -0.156920 0.118509 -0.62 0.16 -0.20 1.146
N -0.887056 -1.399047 1.471943 0.02 -0.11 -0.01 -0.727
C -0.871901 -0.680444 2.760828 -0.19 0.28 -0.01 -0.315
C -1.318200 0.749123 2.441098 0.18 -0.23 -0.18 0.638
O -2.078618 1.377277 3.158900 0.05 0.08 0.14 -0.634
N -0.784847 1.152133 1.270471 0.01 -0.27 -0.17 -0.577
C -1.230326 2.406033 0.698269 0.04 -0.19 0.05 -0.355
C -1.131397 2.277263 -0.812771 0.00 0.10 -0.05 0.782
O -1.421869 3.185340 -1.561019 0.01 -0.02 0.02 -0.631
O -0.702584 1.101629 -1.203866 -0.02 -0.02 0.04 -0.771
H -1.844548 -1.640952 1.240960 0.00 0.03 0.05 0.377
H -0.352142 -2.259937 1.523383 0.00 0.02 -0.02 0.401
H 0.153526 -0.673997 3.125634 0.00 0.01 0.01 0.237
H -1.535225 -1.125696 3.499965 0.01 -0.01 0.00 0.211
H -0.633433 3.257775 1.032215 0.05 -0.01 -0.03 0.218
H -2.263186 2.613630 0.985683 0.00 0.02 -0.02 0.234
N 1.687641 0.065503 -1.666958 0.02 0.07 0.09 -0.844
C 1.420982 -0.892904 -2.683887 -0.03 -0.01 0.00 0.145
C 2.234173 -1.087969 -3.764902 0.00 -0.02 0.02 -0.198
C 1.903474 -2.013266 -4.775813 0.01 -0.02 -0.05 -0.188
C 0.737359 -2.714633 -4.712034 0.00 0.00 -0.01 -0.184
C -0.136310 -2.537532 -3.613966 0.01 0.07 0.11 -0.104
C -1.379228 -3.196764 -3.520002 0.00 -0.04 -0.05 -0.095
C -2.189183 -2.955952 -2.451847 -0.06 -0.04 -0.02 -0.266
C -1.732827 -2.093075 -1.444511 0.12 0.09 0.01 0.099
N -0.569463 -1.486583 -1.470465 0.03 0.09 0.19 -0.447
C 0.222976 -1.651170 -2.572221 0.09 0.05 -0.03 0.233
H 1.547686 1.013652 -1.994978 -0.03 0.01 0.01 0.416
H 2.592290 -0.049022 -1.229718 0.03 0.04 -0.06 0.402
H 3.140789 -0.501833 -3.848394 0.00 0.00 0.00 0.225
H 2.571755 -2.143303 -5.616493 0.00 0.00 0.01 0.224
H 0.460119 -3.404415 -5.499072 -0.02 0.00 0.01 0.220
H -1.680331 -3.872381 -4.311341 -0.01 0.00 0.01 0.223
H -3.163041 -3.413933 -2.356286 0.00 0.00 -0.01 0.233
H -2.370993 -1.886290 -0.597104 -0.04 -0.03 -0.01 0.189
O 1.375318 -0.594440 0.846689 0.31 -0.12 0.17 -0.518

29
Properties=species:S:1:pos:R:3:forces:R:3:nbo_charge:R:1 method="wB97M-V/def2-TZVPD" largest_force_ev_per_a=14.6 charge=0 relative_energy_ev=10.958 spin_multiplicity=1 e_homo_ev=-8.1 lumo_ha=0.002
C 4.133086 -1.579634 -0.178445 -2.75 0.26 -9.19 -0.576
C 3.080686 -0.639153 -0.157892 -1.07 -1.31 4.08 -0.127
C 2.188702 -0.607917 0.873339 -3.41 -2.73 5.43 -0.137
C 1.009768 0.132936 0.966035 4.69 -0.85 -5.06 -0.251
C 0.767314 0.959891 -0.135322 -10.40 2.66 9.85 0.140
C 1.589430 1.119006 -0.995355 7.03 3.12 -11.53 -0.241
C 2.625287 0.214485 -0.959782 4.01 5.89 -11.95 -0.053
H 3.376228 0.438020 -2.083512 -1.95 -0.90 3.22 0.132
H 1.443927 1.978656 -1.910035 0.67 -2.74 2.72 0.214
N -0.236666 2.029766 0.087289 -2.74 3.09 -2.44 -0.656
H -0.485327 2.760355 -0.758069 1.82 -2.85 2.26 0.369
C -1.595410 1.917664 0.738207 4.30 -5.79 4.12 -0.190
C -2.242456 0.452088 0.205314 1.32 4.34 8.66 -0.081
C -2.664177 0.678132 -0.971367 -4.52 -7.43 -6.23 0.005
N -3.339870 -0.444235 -1.672702 0.31 0.41 6.23 -0.378
C -3.662126 -1.506139 -0.654249 0.39 0.46 -7.64 -0.006
C -3.191576 -1.707140 0.607951 1.51 6.72 -0.15 -0.260
C -2.588770 -0.524006 1.191050 -0.17 -1.39 -6.85 -0.121
H -2.150519 -0.380430 2.085813 0.88 0.00 3.25 0.212
H -3.492511 -2.369696 1.263453 -1.50 -4.01 2.56 0.213
H -4.164735 -2.290798 -1.353983 0.65 0.99 2.15 0.216
H -2.616806 1.517536 -1.521493 0.63 2.78 -1.79 0.194
H -2.114200 2.837158 0.829547 -0.71 0.62 -0.85 0.222
H -1.300562 1.718628 2.066871 -1.04 0.47 -3.62 0.126
H 0.282905 0.248832 1.591588 -3.51 -0.51 4.78 0.207
H 2.253006 -1.421515 1.660847 0.37 1.12 -0.54 0.193
H 5.003141 -1.233839 -0.537957 3.18 1.57 -1.45 0.219
H 4.284760 -1.936845 0.646081 1.49 -4.26 9.08 0.200
H 3.807478 -2.361800 -0.923224 0.52 0.26 0.88 0.215